ORCA calculation (wB97M-V/def2-TZVPD) on one molecule with the formula C5H11N3 in a non-equilibrium geometry.

```
19
C5H11N3, DFT wB97M-V/def2-TZVPD
C 1.518 -0.283 0.866
C -0.383 1.099 1.591
C 0.478 -0.275 -2.043
N 0.139 0.142 0.602
C -0.773 -0.984 0.214
C -0.522 0.146 -0.992
N -1.466 -1.563 1.085
N -1.440 1.033 -1.160
H -2.133 -2.203 0.655
H -1.649 1.180 -2.144
H 1.582 -0.648 1.890
H 1.806 -1.093 0.200
H 0.357 1.883 1.758
H -1.296 1.530 1.188
H 2.193 0.567 0.734
H -0.584 0.571 2.524
H -0.030 -0.303 -3.008
H 0.914 -1.257 -1.869
H 1.288 0.457 -2.092
```

Its multiplicity is 1. The value obtained for the relative energy (zero: lowest compared OMol25 entry of this formula, charge and spin) is 386.3 kJ/mol.

=====

ORCA calculation (wB97M-V/def2-TZVPD) on a 2-piece molecular cluster, C4H6F2N2P2 overall in a non-equilibrium geometry.

```
16
C4H6F2N2P2, DFT wB97M-V/def2-TZVPD
C -0.366 0.100 0.486
C 0.751 0.494 -0.265
C -0.460 0.470 1.886
C -1.784 -1.681 -2.231
N -1.171 -0.714 -0.103
N -0.940 -0.858 -1.404
F 4.334 1.064 0.861
F 2.990 2.325 2.369
P 0.492 -0.051 -1.878
P 3.395 2.342 0.813
H 0.088 -0.100 2.647
H -1.523 0.496 2.090
H -0.155 1.581 2.149
H -1.352 -2.733 -2.067
H -2.848 -1.388 -2.119
H -1.451 -1.347 -3.236
```

Its multiplicity is 3.

=====

ORCA calculation (wB97M-V/def2-TZVPD) on one molecule with the formula C26H21N3O2S2 in a non-equilibrium geometry.

```
54
C26H21N3O2S2, DFT wB97M-V/def2-TZVPD
C 5.722 4.528 -0.263
H 6.339 5.340 0.118
O 6.275 3.348 0.269
C 5.680 2.160 -0.028
C 4.568 2.009 -0.849
C 4.041 0.749 -1.075
C 4.609 -0.376 -0.500
C 5.724 -0.221 0.320
C 6.255 1.028 0.553
H 7.118 1.159 1.187
H 6.170 -1.089 0.784
C 4.021 -1.728 -0.731
H 4.779 -2.466 -0.993
H 3.234 -1.704 -1.482
S 3.258 -2.415 0.798
C 1.941 -1.325 0.940
N 1.616 -0.356 0.142
N 0.499 0.199 0.651
C 0.191 -0.455 1.719
O 1.084 -1.444 1.978
C -1.012 -0.276 2.569
C -2.224 -0.254 1.691
C -2.461 -0.978 0.548
N -3.603 -0.654 -0.100
C -4.276 0.275 0.485
C -5.529 0.812 0.009
C -6.209 1.804 0.716
C -7.401 2.308 0.233
C -7.927 1.832 -0.958
C -7.257 0.845 -1.665
C -6.066 0.335 -1.189
H -5.530 -0.432 -1.725
H -7.666 0.475 -2.593
H -8.858 2.230 -1.334
H -7.921 3.076 0.785
H -5.796 2.175 1.643
S -3.509 0.870 1.957
C -1.558 -1.994 -0.004
C -1.089 -3.043 0.780
C -0.185 -3.951 0.260
C 0.260 -3.819 -1.045
C -0.223 -2.791 -1.837
C -1.134 -1.886 -1.325
H -1.506 -1.073 -1.929
H 0.117 -2.689 -2.857
H 0.982 -4.518 -1.441
H 0.184 -4.756 0.879
H -1.436 -3.150 1.798
H -0.945 0.669 3.113
H -1.049 -1.091 3.297
H 3.166 0.646 -1.698
H 4.096 2.860 -1.312
H 5.757 4.530 -1.357
H 4.689 4.672 0.068
```

The structure (SMILES) is COc1ccc(CSc2nnc(Cc3sc(-c4ccccc4)nc3-c3ccccc3)o2)cc1. Its multiplicity is 1.

=====

ORCA calculation (wB97M-V/def2-TZVPD) on C27H59B2Br2CaClN2O16P3S3 as an isolated structure in a non-equilibrium geometry.

```
116
C27H59B2Br2CaClN2O16P3S3, DFT wB97M-V/def2-TZVPD
C -2.621 5.299 -1.436
C -2.087 5.339 0.114
O -0.726 4.824 0.322
C 0.230 5.339 -0.672
C 1.737 4.836 -0.151
O 2.329 3.933 -1.157
C 3.475 3.180 -0.621
C 3.481 1.716 -1.432
O 2.801 0.769 -0.536
C 2.202 -0.350 -1.349
C 0.965 -1.030 -0.519
S 1.891 -1.285 1.153
C 0.573 -2.578 -0.855
P 2.161 -3.629 -0.977
P 2.298 -4.892 0.848
O 3.686 -4.653 1.632
O 1.040 -4.499 2.025
O 2.045 -6.598 0.460
C -0.586 -2.804 -1.983
C -0.639 -4.382 -2.486
C -0.499 -5.558 -1.373
O -0.366 -6.831 -1.838
B -0.025 -2.177 -3.438
O -0.844 -1.709 -4.568
O 1.442 -2.199 -3.810
N -1.878 -2.234 -1.460
C -2.696 -3.217 -0.580
O -2.826 -2.115 -2.454
C -1.823 -0.828 -0.848
Br -2.392 0.346 -2.486
C -3.138 -0.359 0.004
S -3.632 -0.986 1.635
C -4.165 0.376 2.851
C -4.764 -0.446 4.179
C -0.412 -0.188 -0.404
S -0.220 1.414 -1.467
B -0.327 0.521 1.118
O 0.335 1.871 1.278
O -0.756 -0.057 2.386
C -0.404 0.689 3.576
C 1.194 0.540 4.049
H -2.017 4.597 -2.151
H -3.744 4.897 -1.440
H -2.686 6.424 -1.806
H -2.229 6.407 0.579
H -2.811 4.618 0.732
H 0.113 4.840 -1.749
H 0.148 6.507 -0.693
H 1.645 4.198 0.847
H 2.458 5.734 0.080
H 4.501 3.706 -0.895
H 3.392 2.907 0.522
H 4.598 1.343 -1.617
H 2.938 1.915 -2.452
H 3.162 -1.057 -1.459
H 1.975 -0.042 -2.454
H 3.228 -1.641 0.883
H 0.060 -2.970 0.154
H 2.110 -4.592 -2.050
H 0.500 -5.313 2.254
H 1.218 -6.917 0.963
H -1.652 -4.608 -3.077
H 0.207 -4.636 -3.292
H -0.525 -5.301 -0.232
H -0.279 -1.413 -5.337
H 1.748 -3.165 -3.828
H -3.844 -2.877 -0.505
H -2.208 -3.353 0.476
H -2.862 -4.273 -1.045
H -3.094 -3.012 -2.794
H -4.083 -0.591 -0.696
H -3.115 0.835 0.053
H -4.990 1.035 2.325
H -3.250 1.056 3.197
H -4.149 -1.466 4.215
H -5.888 -0.750 4.055
H -4.631 0.181 5.178
H -1.033 2.432 -0.900
H -0.457 2.480 1.437
H -0.777 1.817 3.612
H -0.998 0.173 4.477
H 1.351 1.359 4.889
H 1.881 0.881 3.136
H 1.454 -0.546 4.413
Cl 1.149 3.230 4.243
C -1.078 -10.192 -2.707
C 0.422 -10.455 -2.802
C 0.756 -11.706 -3.617
C 0.128 -12.927 -2.965
N -0.393 -13.940 -2.424
H -1.599 -11.005 -2.191
H -1.267 -9.275 -2.141
H -1.519 -10.076 -3.703
H 0.830 -10.552 -1.788
H 0.907 -9.588 -3.263
H 1.841 -11.843 -3.667
H 0.378 -11.610 -4.641
C 1.764 10.252 -0.095
O 2.509 9.888 1.049
P 1.912 8.722 1.984
O 1.719 7.402 1.307
O 0.565 9.372 2.585
C 0.642 10.623 3.234
O 2.915 8.701 3.244
C 2.645 7.750 4.253
H 2.418 10.226 -0.970
H 0.915 9.583 -0.262
H 1.393 11.272 0.040
H 0.098 11.363 2.639
H 1.672 10.961 3.367
H 0.168 10.539 4.216
H 1.580 7.737 4.500
H 3.207 8.024 5.150
H 2.961 6.758 3.922
Ca -3.936 -2.669 -4.372
Br 0.875 -13.771 -0.855
```

Its total charge is +1. Its multiplicity is 1.

=====

ORCA calculation (wB97M-V/def2-TZVPD) on a 3-piece molecular cluster, C2H10N2O2 overall in a non-equilibrium geometry.

```
16
C2H10N2O2, DFT wB97M-V/def2-TZVPD
C -1.100 0.749 -1.489
N -0.316 1.628 -0.588
C 0.489 2.531 -1.188
N 0.396 3.795 -0.979
H -1.770 0.157 -0.936
H -0.402 0.249 -2.071
H -1.842 1.209 -2.169
H -0.794 2.251 0.021
H 1.168 1.984 -2.011
H 1.116 4.301 -1.419
H 5.159 -4.276 -2.309
H 3.689 -4.453 -1.777
O 4.475 -4.851 -1.992
H -3.959 -2.911 5.395
H -4.561 -1.433 5.601
O -3.813 -1.989 5.580
```

The structure (SMILES) is [H]/N=C/NC.O.O. Its multiplicity is 1. The value obtained for the relative energy (zero: lowest compared OMol25 entry of this formula, charge and spin) is 160.4 kJ/mol.

=====

ORCA calculation (wB97M-V/def2-TZVPD) on C9H21AlClNO as an isolated structure in a non-equilibrium geometry.

```
34
C9H21AlClNO, DFT wB97M-V/def2-TZVPD
C 1.949 0.491 -0.539
C 0.719 1.041 -0.538
C -0.519 0.364 -0.978
Al -0.581 0.138 -3.008
C 0.453 -1.494 -3.630
C 0.086 -2.903 -3.169
C 1.215 -3.612 -2.416
Cl -1.384 -2.971 -2.076
H 2.052 -0.584 -0.421
H 2.832 1.088 -0.734
H 0.573 2.040 -0.137
H -0.694 -0.587 -0.459
H -1.380 1.002 -0.728
H -2.142 -0.003 -3.433
H 0.111 1.455 -3.671
H 1.527 -1.355 -3.473
H 0.307 -1.472 -4.717
H -0.190 -3.509 -4.030
H 2.178 -3.319 -2.837
H 1.181 -3.340 -1.361
H 1.116 -4.696 -2.494
C -2.272 2.610 3.296
C -0.858 2.472 2.858
O -0.345 2.721 1.835
N 0.124 1.834 3.878
C 0.213 0.346 3.620
H -2.762 3.307 2.622
H -2.770 1.641 3.235
H -2.342 2.977 4.321
H -0.132 2.028 4.845
H 1.030 2.252 3.657
H -0.789 -0.072 3.641
H 0.824 -0.101 4.399
H 0.672 0.213 2.640
```

Its multiplicity is 1.

=====

ORCA calculation (wB97M-V/def2-TZVPD) on C17H39BaCu2N3O7 as an isolated structure in a non-equilibrium geometry.

```
69
C17H39BaCu2N3O7, DFT wB97M-V/def2-TZVPD
Ba 2.561 20.118 -4.239
Cu 4.540 16.612 -6.120
Cu 6.579 22.435 -8.372
C 2.829 18.153 -8.067
C 1.852 17.163 -7.524
C 1.720 16.081 -8.617
C 1.003 14.779 -8.265
C 1.598 14.295 -6.959
C 1.638 15.319 -5.809
N 2.225 16.590 -6.231
O 2.319 17.521 -5.179
C 2.593 14.650 -4.797
C 0.162 15.415 -5.309
C 0.432 17.821 -7.459
H 3.173 18.881 -7.319
H 2.468 18.714 -8.929
H 3.780 17.722 -8.397
H 2.724 15.755 -8.900
H 1.233 16.473 -9.512
H 1.097 14.043 -9.063
H -0.084 14.888 -8.185
H 2.653 14.060 -7.155
H 1.163 13.382 -6.553
H 3.511 14.284 -5.266
H 2.079 13.798 -4.354
H 2.873 15.343 -4.000
H -0.031 16.406 -4.903
H 0.093 14.599 -4.590
H -0.578 15.196 -6.075
H 0.400 18.534 -6.629
H -0.345 17.065 -7.455
H 0.301 18.471 -8.326
N 5.606 19.690 -6.530
O 4.809 20.055 -5.607
O 5.797 18.487 -6.663
O 6.142 20.510 -7.274
C 9.022 19.439 -5.620
C 8.428 20.396 -4.578
O 8.871 20.100 -3.271
H 8.834 19.843 -6.618
H 8.463 18.505 -5.509
H 10.085 19.249 -5.509
H 7.331 20.440 -4.618
H 8.775 21.406 -4.814
H 8.507 19.239 -3.035
C 8.245 17.997 -9.588
O 7.850 16.873 -10.308
C 6.487 16.569 -10.194
C 6.185 15.169 -10.689
N 6.839 14.169 -9.833
C 6.685 12.826 -10.404
C 7.609 11.904 -9.600
O 8.864 11.922 -10.235
C 9.787 10.988 -9.752
H 8.045 18.949 -10.103
H 9.323 18.042 -9.431
H 7.776 18.057 -8.599
H 5.870 17.306 -10.721
H 6.183 16.515 -9.134
H 6.429 15.078 -11.756
H 5.101 15.040 -10.658
H 7.829 14.382 -9.940
H 7.175 12.747 -11.384
H 5.686 12.407 -10.505
H 7.239 10.868 -9.561
H 7.640 12.169 -8.535
H 9.369 9.973 -9.663
H 9.986 11.125 -8.675
H 10.704 11.037 -10.325
```

Its total charge is +2. Its multiplicity is 1. The value obtained for the relative energy (zero: lowest compared OMol25 entry of this formula, charge and spin) is 224.0 kJ/mol.

=====

no.,E_tot (Eh)
1,-361.2423
2,-1147.8494
3,-2114.4892
4,-10930.7050
5,-342.1328
6,-1187.9477
7,-4667.7048